--- a ---
{
  "formula": "CH3O2S2",
  "method": "ωB97M-V with the def2-TZVPD basis set",
  "homo_ha": [-0.114, -0.114],
  "gap_ev": [6.620, 6.621],
  "charge": -1,
  "elements": ["C", "O", "O", "S", "S", "H", "H", "H"],
  "positions_angstrom": [[0.853, 0.508, 0.584], [3.210, -1.363, -0.235], [4.078, 0.495, 1.144], [1.373, 1.359, -0.930], [3.873, -0.022, -0.230], [0.566, -0.378, 0.071], [0.068, 0.873, 1.245], [1.692, 0.198, 1.090]],
  "lowdin_charge": [-0.656, -0.561, -0.550, 0.183, 0.685, -0.037, 0.016, -0.081]
}


--- b ---
{
  "formula": "CH3O2S2",
  "method": "ωB97M-V with the def2-TZVPD basis set",
  "homo_ha": [-0.138, -0.151],
  "gap_ev": [6.815, 7.141],
  "charge": -1,
  "elements": ["C", "O", "O", "S", "S", "H", "H", "H"],
  "positions_angstrom": [[1.950, -0.308, -0.014], [-1.839, 1.226, -1.138], [-1.502, 0.928, 1.281], [-2.650, -1.374, -0.075], [-1.493, 0.299, -0.046], [1.895, 0.193, -0.957], [2.262, 0.241, 0.849], [1.379, -1.205, 0.101]],
  "lowdin_charge": [0.065, -0.547, -0.547, -0.032, 0.152, -0.029, -0.028, -0.033]
}


Least stable = b


--- a ---
{
  "formula": "C9H13NO2",
  "method": "ωB97M-V with the def2-TZVPD basis set",
  "homo_ha": [-0.311, -0.311],
  "gap_ev": [7.819, 7.820],
  "elements": ["C", "C", "C", "C", "C", "C", "C", "C", "C", "N", "O", "O", "H", "H", "H", "H", "H", "H", "H", "H", "H", "H", "H", "H", "H"],
  "positions_angstrom": [[-2.264, -0.766, 0.157], [-1.499, -0.921, -0.977], [-1.186, 1.369, -0.290], [-1.853, 0.468, 0.703], [-0.575, 0.228, -1.108], [0.262, -0.275, 1.073], [0.743, -0.196, -0.323], [1.761, 0.887, -0.552], [1.288, -1.604, -0.820], [0.686, 0.571, 2.108], [0.638, 0.018, 3.175], [0.924, 1.762, 2.020], [-2.855, -1.482, 0.602], [-1.164, -1.894, -1.463], [-1.962, 1.942, -0.830], [-0.445, 2.012, 0.159], [-2.315, 0.922, 1.602], [-0.434, 0.488, -2.206], [-0.108, -1.250, 1.584], [2.529, 0.938, 0.182], [1.294, 1.957, -0.442], [2.354, 0.739, -1.502], [0.755, -1.902, -1.760], [1.040, -2.365, -0.115], [2.386, -1.648, -0.978]],
  "lowdin_charge": [-0.057, -0.040, -0.130, -0.048, -0.267, -0.041, -0.455, -0.055, -0.014, -0.429, 0.044, 0.044, 0.088, 0.127, 0.140, 0.086, 0.140, 0.171, 0.174, 0.067, 0.116, 0.107, 0.081, 0.062, 0.090]
}


--- b ---
{
  "formula": "C9H13NO2",
  "method": "ωB97M-V with the def2-TZVPD basis set",
  "homo_ha": -0.307,
  "gap_ev": 8.339,
  "elements": ["C", "C", "C", "C", "C", "C", "C", "C", "C", "N", "O", "O", "H", "H", "H", "H", "H", "H", "H", "H", "H", "H", "H", "H", "H"],
  "positions_angstrom": [[-0.684, -0.128, 0.254], [-1.217, 1.182, -0.076], [-2.572, -2.147, -0.120], [-2.467, 1.507, 0.100], [-0.411, 2.520, -0.414], [2.014, 0.626, 0.828], [0.999, -0.221, -1.288], [1.061, -1.605, 1.065], [0.865, -0.227, 0.234], [-1.897, -3.159, -0.129], [-3.546, 1.891, 0.238], [-3.481, -1.451, -0.031], [-0.014, 2.893, 0.509], [-1.074, 3.131, -0.984], [0.461, 2.308, -1.008], [1.961, 1.558, 0.268], [2.019, 0.805, 1.888], [2.880, -0.017, 0.480], [1.093, -1.164, -1.811], [1.759, 0.434, -1.497], [0.191, 0.276, -1.768], [0.287, -2.254, 0.817], [0.956, -1.277, 2.008], [1.903, -2.188, 1.057], [-1.085, -3.292, -0.619]],
  "lowdin_charge": [0.124, -0.259, -0.445, -0.141, -0.004, -0.046, -0.051, -0.045, -0.516, 0.184, 0.248, 0.153, 0.078, 0.074, 0.055, 0.052, 0.077, 0.114, 0.096, 0.049, 0.064, 0.020, 0.037, 0.050, 0.030]
}


--- c ---
{
  "formula": "C9H13NO2",
  "method": "ωB97M-V with the def2-TZVPD basis set",
  "homo_ha": -0.298,
  "smiles": "CCc1c(O)c(=O)ccn1CC",
  "gap_ev": 8.778,
  "elements": ["C", "C", "C", "C", "C", "C", "C", "C", "C", "H", "H", "H", "H", "H", "H", "H", "H", "H", "H", "H", "H", "H", "N", "O", "O"],
  "positions_angstrom": [[-1.796, 0.048, -1.842], [-0.656, -0.761, -1.398], [0.751, 1.103, -1.323], [0.913, 2.301, -0.774], [0.729, 2.284, 0.769], [0.344, 0.992, 1.456], [0.116, -0.056, 0.672], [-0.200, -1.386, 1.273], [0.984, -2.359, 1.170], [-1.963, -0.384, -2.931], [-2.734, -0.100, -1.371], [-1.533, 1.172, -1.807], [0.050, -0.908, -2.231], [-0.889, -1.683, -0.925], [0.553, 1.180, -2.379], [1.271, 3.181, -1.351], [0.357, 2.004, 2.853], [-1.129, -1.813, 0.922], [-0.479, -1.145, 2.343], [0.571, -3.457, 1.130], [1.825, -2.333, 1.861], [1.463, -2.158, 0.253], [0.286, -0.002, -0.652], [0.878, 3.271, 1.456], [0.288, 1.014, 2.824]],
  "lowdin_charge": [-0.065, -0.251, -0.119, 0.047, -0.308, -0.191, -0.224, -0.173, -0.071, 0.125, 0.055, 0.111, 0.131, 0.106, 0.126, 0.125, 0.107, 0.099, 0.133, 0.112, 0.075, 0.043, -0.091, 0.038, 0.061]
}


Least stable = a


--- a ---
{
  "formula": "C9H13NO2",
  "method": "ωB97M-V with the def2-TZVPD basis set",
  "homo_ha": -0.311,
  "smiles": "O=C1C=CC(=O)C=C1.CN(C)C",
  "gap_ev": 7.041,
  "elements": ["C", "N", "C", "C", "H", "H", "H", "H", "H", "H", "H", "H", "H", "C", "C", "C", "O", "C", "C", "C", "O", "H", "H", "H", "H"],
  "positions_angstrom": [[-1.869, -1.505, -0.389], [-1.332, -0.140, -0.433], [-1.821, 0.561, -1.624], [-1.680, 0.591, 0.784], [-1.465, -2.028, 0.486], [-2.972, -1.491, -0.323], [-1.581, -2.028, -1.310], [-1.313, 1.528, -1.678], [-1.578, -0.035, -2.511], [-2.915, 0.702, -1.573], [-1.247, 1.596, 0.741], [-2.778, 0.682, 0.877], [-1.300, 0.049, 1.659], [2.508, 1.423, 0.284], [3.049, 0.620, 1.223], [2.508, -0.723, 1.502], [2.897, -1.409, 2.466], [1.485, -1.185, 0.553], [1.037, -0.423, -0.472], [1.366, 1.005, -0.528], [0.670, 1.842, -1.138], [2.843, 2.449, 0.154], [3.853, 0.977, 1.866], [1.096, -2.190, 0.712], [0.541, -0.868, -1.328]],
  "lowdin_charge": [-0.099, -0.377, -0.099, -0.089, 0.082, 0.090, 0.086, 0.068, 0.090, 0.089, 0.087, 0.088, 0.088, 0.018, 0.025, -0.384, 0.066, 0.000, -0.020, -0.347, 0.057, 0.122, 0.123, 0.117, 0.117]
}


--- b ---
{
  "formula": "C9H13NO2",
  "method": "ωB97M-V with the def2-TZVPD basis set",
  "homo_ha": -0.314,
  "smiles": "Cc1ccc(O)cc1.CC(N)=O",
  "gap_ev": 9.187,
  "elements": ["C", "C", "O", "N", "H", "H", "H", "H", "H", "C", "C", "C", "C", "C", "C", "C", "O", "H", "H", "H", "H", "H", "H", "H", "H"],
  "positions_angstrom": [[-0.590, 0.125, -4.441], [-1.545, 1.268, -4.277], [-2.718, 1.228, -4.594], [-1.136, 2.330, -3.476], [-1.118, -0.831, -4.342], [0.208, 0.010, -3.719], [-1.840, 2.878, -3.005], [-0.302, 2.199, -2.924], [-0.283, 0.051, -5.487], [1.850, -0.424, 4.358], [-0.394, -0.601, 0.708], [-0.167, -1.739, 1.481], [0.233, 0.577, 1.065], [0.534, -1.633, 2.675], [1.055, 0.653, 2.183], [1.213, -0.453, 3.020], [-1.224, -0.648, -0.368], [-1.717, -1.456, -0.407], [-0.454, -2.752, 1.222], [0.244, 1.359, 0.324], [0.554, -2.527, 3.288], [1.521, 1.600, 2.405], [2.751, -1.042, 4.446], [1.228, -0.768, 5.191], [2.095, 0.598, 4.677]],
  "lowdin_charge": [-0.016, -0.575, 0.034, 0.132, 0.086, 0.071, 0.100, 0.081, 0.086, -0.076, -0.330, -0.026, -0.025, -0.048, -0.037, -0.287, 0.054, 0.093, 0.112, 0.109, 0.114, 0.109, 0.081, 0.080, 0.077]
}


Least stable = a


--- a ---
{
  "formula": "C3H8INO2S2",
  "method": "ωB97M-V with the def2-TZVPD basis set",
  "homo_ha": -0.334,
  "gap_ev": 9.144,
  "elements": ["C", "C", "C", "N", "O", "O", "S", "S", "I", "H", "H", "H", "H", "H", "H", "H", "H"],
  "positions_angstrom": [[0.483, -0.113, 1.944], [0.915, 1.247, -1.601], [-0.332, -1.107, 0.725], [-0.320, 1.320, -0.908], [-1.334, -0.927, -1.617], [-2.320, 0.506, 0.167], [0.792, -2.252, -0.132], [-1.199, -0.078, -0.505], [-1.834, -2.198, 1.805], [-0.230, 0.758, 2.315], [1.431, 0.181, 1.456], [0.719, -0.823, 2.861], [1.485, 0.427, -1.028], [0.725, 1.091, -2.597], [1.491, 2.175, -1.624], [-0.284, 1.974, -0.127], [-0.187, -2.181, -1.136]],
  "lowdin_charge": [-0.155, -0.141, -1.293, -0.187, -0.331, -0.351, 0.652, 0.457, 0.877, 0.100, 0.037, 0.080, 0.082, 0.052, 0.094, 0.108, -0.082]
}


--- b ---
{
  "formula": "C3H8INO2S2",
  "method": "ωB97M-V with the def2-TZVPD basis set",
  "homo_ha": -0.343,
  "smiles": "C=C(S)S(=O)(=O)NC.I",
  "gap_ev": 9.230,
  "elements": ["C", "C", "C", "N", "O", "O", "S", "S", "I", "H", "H", "H", "H", "H", "H", "H", "H"],
  "positions_angstrom": [[-0.349, -1.224, 1.477], [2.204, 0.837, -0.321], [-0.197, -0.990, 0.153], [0.914, 1.527, 0.120], [-0.216, 0.632, -1.927], [-1.591, 1.263, -0.100], [-0.079, -2.097, -1.174], [-0.371, 0.684, -0.548], [-4.708, 0.525, 0.348], [-0.684, -0.598, 2.243], [-0.240, -2.202, 1.796], [-3.440, 0.555, -0.536], [1.765, -0.108, -0.933], [2.733, 1.412, -1.133], [2.783, 0.488, 0.556], [1.051, 2.521, 0.319], [0.427, -3.225, -0.340]],
  "lowdin_charge": [0.013, -0.117, -0.788, -0.196, -0.310, -0.386, 0.795, 0.488, 0.464, 0.064, 0.034, -0.407, 0.069, 0.092, 0.080, 0.117, -0.012]
}


Least stable = b